No. 1
Here is C26H39N3O4S in the gas phase from OMol25. Energies are from ωB97M-V/def2-TZVPD.

E = -1877.619451 hartree
Highest occupied orbital energy = -8.391 eV
Structure (SMILES) = CC(=O)N1c2ccc(S(=O)(=O)NC[C@H]3CC[C@@H](C(=O)N4C[C@H](C)C[C@H](C)C4)CC3)cc2C[C@H]1C
E_LUMO = 0.66 eV
Energy above the lowest of the compared OMol25 structures with the same formula, charge and spin = 0.211 eV

Cartesian coordinates (Å):
C (2.2581, -2.4869, 5.1499)
C (3.2560, -1.3743, 5.3472)
O (3.9730, -1.3176, 6.3259)
N (3.3635, -0.4293, 4.3655)
C (2.6951, -0.2505, 3.1589)
C (1.4611, -0.7253, 2.7345)
C (1.0154, -0.3727, 1.4680)
C (1.7757, 0.4417, 0.6547)
S (1.1559, 0.8289, -0.9710)
O (-0.2152, 1.2536, -0.8119)
O (2.0582, 1.7287, -1.6328)
N (1.2272, -0.6459, -1.6855)
C (1.9707, -0.8569, -2.9021)
C (1.1330, -1.1471, -4.1603)
C (0.2600, -2.4032, -3.9668)
C (-1.2143, -2.1689, -4.2859)
C (-1.8228, -0.9384, -3.5994)
C (-2.0180, -1.1633, -2.1039)
O (-1.2866, -1.9193, -1.4662)
N (-3.0422, -0.5340, -1.5006)
C (-3.2683, -0.7517, -0.0834)
C (-2.9268, 0.4990, 0.7302)
C (-3.1585, 0.2514, 2.2163)
C (-3.7659, 1.6655, 0.2102)
C (-3.5021, 1.8594, -1.2825)
C (-4.3175, 3.0138, -1.8537)
C (-3.8335, 0.5552, -2.0221)
C (-0.9548, 0.3238, -3.8139)
C (0.3054, 0.0533, -4.6340)
C (2.9970, 0.9430, 1.0738)
C (3.4441, 0.5997, 2.3287)
C (4.7028, 1.0124, 3.0287)
C (4.4495, 0.5592, 4.4734)
C (4.0075, 1.7107, 5.3715)
H (2.3014, -2.8797, 4.1377)
H (2.4951, -3.2750, 5.8606)
H (1.2527, -2.1290, 5.3615)
H (0.8330, -1.3349, 3.3590)
H (0.0640, -0.7258, 1.1047)
H (0.3821, -1.2015, -1.5785)
H (2.5683, 0.0457, -3.0492)
H (2.6532, -1.7030, -2.7428)
H (1.8697, -1.3450, -4.9483)
H (0.3371, -2.7524, -2.9386)
H (0.6225, -3.2093, -4.6086)
H (-1.7817, -3.0535, -3.9878)
H (-1.3383, -2.0461, -5.3645)
H (-2.8084, -0.7981, -4.0529)
H (-2.6511, -1.5967, 0.2252)
H (-4.3248, -1.0112, 0.0578)
H (-1.8746, 0.7411, 0.5556)
H (-4.2050, 0.0187, 2.4075)
H (-2.5531, -0.5817, 2.5659)
H (-2.8926, 1.1344, 2.7920)
H (-3.5070, 2.5769, 0.7513)
H (-4.8288, 1.4638, 0.3761)
H (-2.4346, 2.0611, -1.4133)
H (-4.1034, 3.1519, -2.9110)
H (-5.3835, 2.8231, -1.7404)
H (-4.0775, 3.9374, -1.3335)
H (-3.6612, 0.6903, -3.0870)
H (-4.8937, 0.3110, -1.8709)
H (-0.6721, 0.7420, -2.8496)
H (-1.5378, 1.0893, -4.3318)
H (0.9323, 0.9473, -4.6073)
H (0.0224, -0.1192, -5.6759)
H (3.5551, 1.5903, 0.4166)
H (4.8740, 2.0860, 2.9669)
H (5.5659, 0.5058, 2.5904)
H (5.3140, 0.0637, 4.9235)
H (4.8063, 2.4420, 5.4609)
H (3.7713, 1.3318, 6.3623)
H (3.1263, 2.1945, 4.9549)

No. 2
Here is a molecular structure, C26H39N6OSSiZn in a non-equilibrium geometry from OMol25. Energies are from ωB97M-V/def2-TZVPD.

E = -3884.974315 hartree
Highest occupied orbital energy = -2.151 eV
E_LUMO = 2.36 eV
Total charge = -1

Cartesian coordinates (Å):
Zn (0.8662, 0.6555, 0.0174)
C (4.0203, 2.9204, 2.4921)
Si (2.3417, 3.1721, 1.5783)
C (1.6667, 4.8782, 2.1640)
C (2.7390, 3.3743, -0.2731)
N (1.2562, 1.8713, 1.7462)
C (0.6544, 1.4989, 2.8879)
C (1.0042, 2.0006, 4.1572)
C (0.4134, 1.5765, 5.3242)
C (-0.6005, 0.6358, 5.2931)
C (-1.0121, 0.1509, 4.0621)
C (-0.4015, 0.5496, 2.8902)
O (-0.8808, 0.1016, 1.6609)
C (-1.5335, -1.0902, 1.5893)
C (-1.0905, -2.2370, 2.2493)
C (-1.7582, -3.4365, 2.0745)
C (-2.8765, -3.5053, 1.2601)
C (-3.3288, -2.3644, 0.6146)
C (-2.6646, -1.1594, 0.7755)
H (4.7253, 3.7233, 2.2948)
H (4.4822, 1.9903, 2.1745)
H (3.8900, 2.8597, 3.5693)
H (2.3599, 5.6816, 1.9307)
H (1.4898, 4.9004, 3.2344)
H (0.7249, 5.1073, 1.6756)
H (3.7548, 3.7278, -0.4225)
H (2.0673, 4.0846, -0.7470)
H (2.6377, 2.4204, -0.7821)
H (1.7814, 2.7444, 4.1930)
H (0.7405, 1.9952, 6.2670)
H (-1.0790, 0.2983, 6.2005)
H (-1.8371, -0.5460, 4.0108)
H (-0.2206, -2.1810, 2.8859)
H (-1.4019, -4.3233, 2.5797)
H (-3.3915, -4.4456, 1.1147)
H (-4.2155, -2.4062, -0.0077)
H (-2.9906, -0.2624, 0.2690)
N (-0.3861, 2.6713, -1.9157)
C (-0.9754, 3.8614, -2.1014)
C (-1.4314, 4.2750, -0.8688)
C (-1.0758, 3.2413, 0.0036)
N (-0.4555, 2.2855, -0.6548)
H (0.0312, 2.0426, -2.5867)
H (-1.0497, 4.3169, -3.0675)
H (-1.9489, 5.1828, -0.6342)
H (-1.2350, 3.1531, 1.0574)
S (-2.2821, 0.2949, -2.6302)
C (-2.4234, -1.2271, -3.2633)
N (-3.6544, -1.8240, -3.2714)
C (-3.8636, -3.1926, -3.6727)
C (-2.8921, -3.4735, -4.8129)
C (-1.4773, -3.2290, -4.2967)
N (-1.3894, -1.8397, -3.9063)
H (-4.3139, -1.3822, -2.6500)
H (-4.9007, -3.2969, -4.0122)
H (-3.6848, -3.9018, -2.8460)
H (-3.0851, -2.7586, -5.6156)
H (-3.0107, -4.4883, -5.1932)
H (-0.7480, -3.4157, -5.0895)
H (-1.2537, -3.9108, -3.4613)
H (-0.4795, -1.4720, -3.6593)
C (1.5700, -2.5599, -1.8503)
C (2.3551, -1.4861, -1.0372)
C (2.3508, -1.9443, 0.4419)
C (3.8314, -1.5316, -1.5148)
N (1.8241, -0.1989, -1.2779)
H (1.9211, -3.5700, -1.6292)
H (1.7031, -2.3635, -2.9144)
H (0.5097, -2.4851, -1.6110)
H (2.9211, -2.8653, 0.5883)
H (1.3237, -2.1135, 0.7689)
H (2.7883, -1.1618, 1.0604)
H (4.2369, -2.5421, -1.4296)
H (4.4192, -0.8517, -0.9021)
H (3.8977, -1.2006, -2.5484)

No. 3
Here is 7 unconnected molecules or ions with the total composition C26H39O14 in a non-equilibrium geometry from OMol25. Energies are from ωB97M-V/def2-TZVPD.

E = -2067.630307 hartree
Highest occupied orbital energy = -5.321 eV
E_LUMO = 2.10 eV
Energy above the lowest of the compared OMol25 structures with the same formula, charge and spin = 0.000 eV
Total charge = -1

Cartesian coordinates (Å):
C (10.9695, -30.8758, -3.4087)
C (10.6954, -32.1897, -4.1586)
O (11.6520, -32.9278, -4.4772)
O (9.4668, -32.4557, -4.2648)
H (10.5548, -31.0003, -2.4023)
H (10.4555, -30.0358, -3.8801)
H (12.0223, -30.6298, -3.2302)
O (7.3501, -27.5007, -0.8960)
C (7.1248, -28.0699, -1.9269)
O (8.0457, -28.8377, -2.5361)
C (7.5865, -29.3089, -3.8109)
C (6.0637, -29.1459, -3.7809)
C (5.8476, -28.0466, -2.7463)
H (7.8458, -30.3632, -3.9304)
H (8.0792, -28.7441, -4.6040)
H (5.5708, -30.0824, -3.5238)
H (5.6656, -28.8733, -4.7603)
H (4.9826, -28.2249, -2.1157)
H (5.7855, -27.0712, -3.2293)
O (9.7298, -32.5733, -7.5682)
C (9.1215, -31.5796, -7.7715)
O (8.2896, -31.4512, -8.8541)
C (7.8774, -30.1063, -9.0338)
C (8.1314, -29.3871, -7.7138)
C (9.2390, -30.2350, -7.0522)
H (6.8199, -30.0624, -9.3015)
H (8.4368, -29.6548, -9.8565)
H (7.2798, -29.3124, -7.0371)
H (8.4930, -28.3729, -7.8897)
H (9.2298, -30.3372, -5.9711)
H (10.2195, -29.8362, -7.3310)
O (14.4498, -27.4835, 0.4308)
C (13.4487, -28.0356, 0.0977)
O (13.0202, -29.1771, 0.6970)
C (11.8023, -29.6515, 0.0880)
C (11.1938, -28.3713, -0.4627)
C (12.4111, -27.6086, -0.9487)
H (11.1657, -30.0886, 0.8546)
H (12.0668, -30.3920, -0.6684)
H (10.7637, -27.8398, 0.3926)
H (10.3666, -28.5673, -1.1449)
H (12.3167, -26.5264, -0.8935)
H (12.7149, -27.8843, -1.9590)
O (15.8404, -30.9560, -1.7633)
C (15.1517, -31.9132, -1.5509)
O (14.3583, -31.9834, -0.4538)
C (13.5434, -33.1654, -0.4506)
C (13.7579, -33.8495, -1.7962)
C (14.9535, -33.1389, -2.4239)
H (12.5117, -32.8517, -0.2922)
H (13.8315, -33.7925, 0.3961)
H (12.8608, -33.7563, -2.4127)
H (13.9238, -34.9248, -1.7355)
H (14.7001, -32.8658, -3.4417)
H (15.8704, -33.7267, -2.4029)
O (14.4527, -33.4819, -8.2033)
C (14.0080, -32.7130, -7.3955)
O (14.6444, -32.4604, -6.2259)
C (13.9897, -31.3999, -5.5075)
C (13.0303, -30.7540, -6.5015)
C (12.7183, -31.9223, -7.4212)
H (14.7387, -30.6962, -5.1372)
H (13.4629, -31.8022, -4.6446)
H (13.4979, -29.9285, -7.0439)
H (12.1611, -30.3586, -5.9717)
H (12.3714, -31.6870, -8.4255)
H (11.9476, -32.5797, -6.9989)
O (10.7363, -35.0912, -2.3346)
C (9.9968, -34.9600, -1.4174)
O (10.1022, -35.6739, -0.2474)
C (9.1360, -35.2222, 0.6999)
C (8.0740, -34.4715, -0.1078)
C (8.8689, -33.9620, -1.2973)
H (9.6379, -34.5409, 1.3941)
H (8.6998, -36.0441, 1.2636)
H (7.5246, -33.7358, 0.4809)
H (7.3026, -35.1597, -0.4687)
H (9.2749, -32.9477, -1.2120)
H (8.3114, -33.8646, -2.2298)